w | 18
Properties=species:S:1:pos:R:3:mulliken_charge:R:1 method="wB97M-V/def2-TZVPD" lumo_energy_ev="0.5 / -0.3" orbital_gap_ev="8.674 / 7.684" total_charge=0
C 1.62 -1.22 0.03 0.1463
C 1.23 0.96 0.82 -1.0547
O 1.52 -1.02 -1.33 -0.4340
O 0.83 -2.00 0.56 -0.6568
H 2.04 -0.24 -1.59 0.3363
H -0.83 -1.74 0.12 0.3667
H 2.64 -1.09 0.43 0.4457
H 0.78 1.10 1.80 0.3185
H 1.15 1.81 0.15 0.2864
H 2.30 0.88 1.06 0.4298
C -1.54 1.39 -0.08 -0.6879
N -1.65 -1.30 -0.38 -0.5652
O -0.64 0.32 0.07 -0.2230
H -2.52 -1.51 0.09 0.2562
H -1.66 -1.43 -1.39 0.2521
H -2.27 1.43 0.74 0.2701
H -0.95 2.31 -0.05 0.2706
H -2.05 1.36 -1.05 0.2430

x | 18
Properties=species:S:1:pos:R:3:mulliken_charge:R:1 method="wB97M-V/def2-TZVPD" smiles="CNCC=O.O.O" lumo_energy_ev=0.6 orbital_gap_ev=10.350 total_charge=0
C -2.59 0.82 -0.90 -0.8005
N -1.99 -0.15 -0.04 -0.3918
C -0.87 -0.92 -0.84 -0.4323
C -0.19 -2.08 -0.02 -0.0373
O 0.28 -2.02 1.09 -0.4345
H -1.97 1.72 -0.83 0.2688
H -2.52 0.64 -2.06 0.2418
H -3.59 1.09 -0.65 0.3523
H -2.73 -0.83 -0.12 0.2529
H -0.09 -0.14 -0.99 0.3083
H -1.11 -1.39 -1.73 0.3853
H 0.04 -2.96 -0.67 0.2843
H 2.52 3.30 0.89 0.3155
H 1.70 1.92 1.04 0.3327
O 1.66 2.87 1.08 -0.6505
H 3.86 -1.43 1.65 0.2972
H 3.99 0.18 1.80 0.3226
O 3.61 -0.61 1.29 -0.6148

y | 18
Properties=species:S:1:pos:R:3:mulliken_charge:R:1 method="wB97M-V/def2-TZVPD" smiles="C[C@@H](N)C=O.O.O" lumo_energy_ev=0.6 orbital_gap_ev=10.043 total_charge=0
O 1.22 -3.09 -0.25 -0.4678
C 1.17 -1.88 -0.04 -0.1294
C -0.34 -1.31 -0.34 0.1862
C -1.21 -1.80 0.96 -1.0438
N -0.50 0.06 -0.89 -0.6404
H 1.92 -1.42 0.54 0.4059
H -0.55 -2.05 -1.17 0.2277
H -0.72 -2.46 1.77 0.2760
H -2.12 -2.36 0.79 0.2849
H -1.66 -0.88 1.36 0.3165
H -1.36 0.61 -1.15 0.2451
H -0.30 -0.22 -1.87 0.3174
H 2.24 2.03 0.35 0.3200
H 0.97 1.38 -0.68 0.3892
O 1.94 1.45 -0.49 -0.6749
H 0.26 3.98 -0.31 0.3336
H -0.77 4.31 0.90 0.2950
O -0.18 3.65 0.51 -0.6410

z | 18
Properties=species:S:1:pos:R:3:mulliken_charge:R:1 method="wB97M-V/def2-TZVPD" smiles=OCCNCO.O lumo_energy_ev=0.6 orbital_gap_ev=9.514 total_charge=0
C -0.57 -0.60 1.26 -0.5649
C -0.25 0.89 1.53 -0.2337
O -0.91 1.75 0.60 -0.5770
N -1.15 -0.96 -0.01 -0.3027
C -0.26 -1.25 -1.10 -0.4927
O 0.03 -0.10 -1.97 -0.5773
H 0.38 -1.12 1.41 0.2743
H -1.29 -0.97 2.00 0.3745
H 0.82 1.11 1.55 0.1736
H -0.62 1.11 2.54 0.3305
H -0.26 2.02 -0.06 0.3190
H -1.85 -0.27 -0.23 0.2271
H 0.70 -1.49 -0.66 0.3319
H -0.73 -1.96 -1.75 0.4128
H -0.56 -0.12 -2.73 0.3025
H 2.59 1.26 -0.59 0.2831
H 1.77 0.30 -1.35 0.3177
O 2.16 0.40 -0.46 -0.5987

Relative energy table, unit kcal/mol: w 121.2; x 28.8; y 40.4; z 0.0

w | 65
Properties=species:S:1:pos:R:3:mulliken_charge:R:1 method="wB97M-V/def2-TZVPD" lumo_energy_ev=1.7 orbital_gap_ev=6.532 total_charge=-1
Mg -0.37 0.55 0.17 0.7999
C -5.94 3.94 -0.22 -0.3876
O -5.62 5.28 0.13 -0.4923
C -4.70 5.44 1.12 0.6107
C -4.16 6.72 1.26 -0.7409
C -3.19 6.95 2.23 -0.0219
C -2.71 5.91 3.02 -0.5760
C -3.29 4.66 2.90 -0.1028
C -4.29 4.42 1.97 0.0171
N -1.74 6.27 4.02 -0.6170
N -0.81 5.51 4.32 -0.5068
C -0.46 4.33 3.56 -0.1202
C -0.04 3.28 4.36 0.0203
C 0.25 2.01 3.86 -1.0792
C 0.16 1.74 2.50 1.1824
O 0.38 0.58 1.98 -0.9168
C -0.14 2.88 1.63 0.5988
N -0.07 2.62 0.28 -0.9372
C -0.24 3.61 -0.57 -0.2519
C -0.44 4.93 -0.15 -0.9183
C -0.53 5.20 1.19 -0.6907
C -0.43 4.16 2.15 0.3957
H -6.49 3.99 -1.16 0.3307
H -6.58 3.47 0.54 0.3572
H -5.04 3.34 -0.35 0.0206
H -4.52 7.52 0.62 0.4097
H -2.77 7.94 2.36 0.4217
H -2.96 3.85 3.55 0.3981
H -4.71 3.43 1.89 0.3398
H 0.00 3.48 5.42 0.3885
H 0.53 1.21 4.53 0.4511
H -0.19 3.36 -1.63 0.5336
H -0.52 5.73 -0.88 0.4078
H -0.65 6.22 1.52 0.6128
O 4.40 -1.07 -3.00 -0.6849
C 4.47 -0.68 -1.72 0.3348
C 5.73 -0.48 -1.16 -0.7343
C 5.85 -0.11 0.17 -0.2074
C 4.73 0.06 0.97 -0.8843
C 3.47 -0.11 0.41 -0.2148
C 3.32 -0.47 -0.93 -0.0408
C 1.96 -0.60 -1.54 0.8963
O 1.85 -1.12 -2.67 -0.8323
O 0.98 -0.15 -0.86 -0.0191
H 3.42 -1.21 -3.16 0.4152
H 6.60 -0.63 -1.79 0.3989
H 6.84 0.04 0.59 0.3439
H 4.82 0.33 2.01 0.4093
H 2.57 0.03 1.01 0.4879
O -3.05 2.29 -0.16 -0.5680
S -2.96 0.86 -0.34 1.3766
O -2.21 0.43 -1.52 -0.7441
N -2.26 0.09 0.91 -0.1561
C -3.19 -0.39 1.79 -0.0488
S -2.87 -1.08 3.25 -0.3843
C -4.59 -0.27 1.20 0.2822
C -5.79 -0.61 1.80 -0.6918
C -6.97 -0.38 1.10 -0.5527
C -6.95 0.17 -0.18 -0.5169
C -5.75 0.51 -0.78 -0.7573
C -4.59 0.27 -0.07 0.4156
H -5.78 -1.03 2.80 0.4391
H -7.92 -0.62 1.56 0.3881
H -7.88 0.34 -0.71 0.4006
H -5.72 0.94 -1.78 0.5126

x | 65
Properties=species:S:1:pos:R:3:mulliken_charge:R:1 method="wB97M-V/def2-TZVPD" lumo_energy_ev=2.3 orbital_gap_ev=7.285 total_charge=-1
Mg -0.25 0.17 -0.48 1.2489
C -4.94 -2.82 3.10 -0.6932
O -5.19 -4.00 2.36 -0.4878
C -5.30 -3.89 1.01 0.7929
C -5.35 -5.08 0.29 -0.6869
C -5.42 -5.05 -1.08 -0.0943
C -5.40 -3.85 -1.78 -0.3915
C -5.41 -2.66 -1.06 -0.1991
C -5.36 -2.67 0.33 -0.1489
N -5.45 -3.93 -3.21 -0.5107
N -4.77 -3.21 -3.96 -0.6023
C -3.82 -2.27 -3.46 0.1744
C -3.87 -1.00 -3.99 -0.3991
C -3.14 0.06 -3.45 -0.9785
C -2.32 -0.10 -2.33 1.0996
O -1.71 0.84 -1.71 -0.8325
C -2.11 -1.49 -1.92 0.4060
N -1.14 -1.69 -0.99 -0.5965
C -0.86 -2.90 -0.58 -0.2930
C -1.51 -4.03 -1.10 -1.3768
C -2.48 -3.86 -2.04 -0.6148
C -2.83 -2.56 -2.48 0.4927
H -4.83 -3.12 4.13 0.3041
H -5.78 -2.12 3.02 0.3256
H -4.03 -2.32 2.76 0.2567
H -5.33 -6.01 0.84 0.4165
H -5.46 -5.98 -1.65 0.4194
H -5.43 -1.71 -1.58 0.4234
H -5.35 -1.74 0.87 0.2622
H -4.55 -0.82 -4.81 0.3769
H -3.25 1.06 -3.86 0.4458
H -0.07 -3.00 0.15 0.7753
H -1.22 -5.01 -0.76 0.4881
H -2.97 -4.72 -2.48 0.5737
O -2.38 0.43 0.88 -0.0715
C -2.56 0.50 2.22 1.1100
C -3.86 0.58 2.74 -0.9426
C -4.07 0.64 4.10 -0.4305
C -2.98 0.61 4.97 -0.7945
C -1.70 0.55 4.45 -0.4888
C -1.46 0.49 3.08 -0.1452
C 0.01 0.46 2.62 0.2919
O 0.86 0.55 3.48 -0.7372
O 0.21 0.33 1.36 -0.2655
H -3.21 0.52 0.41 0.1419
H -4.70 0.61 2.05 0.3813
H -5.08 0.70 4.48 0.4433
H -3.14 0.65 6.04 0.3989
H -0.83 0.54 5.09 0.4853
O 2.20 -4.16 -0.73 -0.6330
S 3.03 -2.99 -0.71 1.1486
O 4.02 -2.89 0.33 -0.6726
N 2.09 -1.64 -0.77 -0.3888
C 2.26 -0.98 -1.89 0.8562
S 1.42 0.43 -2.30 -0.6776
C 3.27 -1.58 -2.82 0.2195
C 3.68 -1.14 -4.06 -0.7111
C 4.63 -1.89 -4.75 -0.5348
C 5.14 -3.07 -4.21 -0.4236
C 4.73 -3.51 -2.96 -0.6178
C 3.79 -2.74 -2.29 0.0725
H 3.27 -0.23 -4.48 0.4368
H 4.96 -1.57 -5.73 0.3719
H 5.87 -3.63 -4.76 0.3737
H 5.12 -4.42 -2.52 0.4271

Relative energy table, unit kcal/mol: w 2.6; x 0.0

w | 11
Properties=species:S:1:pos:R:3:mulliken_charge:R:1 method="wB97M-V/def2-TZVPD" lumo_energy_ev=-0.1 orbital_gap_ev=8.255 total_charge=0
C -2.23 -0.14 0.09 -0.7244
C 1.41 1.33 -0.14 -0.0616
C 2.30 0.16 0.14 -0.2083
C 2.46 -1.24 0.00 -0.2079
H -2.59 0.41 1.05 0.2905
H -2.74 0.08 -1.02 0.2456
H -2.40 -1.52 0.40 0.2091
H 1.55 2.49 0.02 0.2938
H 2.58 -2.39 -0.27 0.3217
N 0.13 1.14 -0.07 -0.2383
S -0.47 -0.33 -0.19 0.0799

x | 11
Properties=species:S:1:pos:R:3:mulliken_charge:R:1 method="wB97M-V/def2-TZVPD" lumo_energy_ev=0.5 orbital_gap_ev=9.630 total_charge=0
C 1.43 -2.33 0.27 0.0380
C -1.40 -0.61 -0.13 -0.3226
C -0.27 0.31 -0.11 0.4349
C 0.23 1.62 0.24 -0.9055
N -0.01 -0.82 -0.62 -0.3810
S 2.74 -2.39 -0.53 -0.1127
H -1.69 -1.13 0.77 0.2078
H -2.17 -0.52 -0.89 0.2224
H 0.80 2.04 -0.59 0.2796
H -0.58 2.30 0.51 0.2714
H 0.91 1.52 1.09 0.2677

Relative energy table, unit kcal/mol: w 60.9; x 0.0